#a
A cluster of 2 separate species, C4H12NO2 in total. Source: the OMol25 dataset; level of theory: ωB97M-V/def2-TZVPD.

## Properties
HOMO energy: -2.685 eV
Lowest unoccupied orbital energy: 3.95 eV
HOMO-LUMO gap: 6.6 eV
Charge: -1
2S+1: 1

Structure (XYZ):
```
19
C4H12NO2, DFT ωB97M-V/def2-TZVPD
C -0.69 0.09 1.43
C 0.07 -0.93 0.59
C -0.86 -2.05 0.08
N 0.62 -0.19 -0.56
C -0.18 0.78 -1.50
O -0.91 0.08 -2.33
H -1.63 0.37 0.98
H -0.77 -0.36 2.43
H -0.18 1.02 1.71
H 0.89 -1.40 1.14
H -1.59 -1.60 -0.60
H -0.19 -2.69 -0.50
H -1.38 -2.55 0.91
H 1.25 -0.66 -1.19
H -0.73 1.47 -0.74
H 0.54 1.47 -2.00
H 1.93 1.83 -0.45
H 1.52 2.68 0.58
O 2.30 2.61 0.01
```

---

#b
A cluster of 2 separate species, C4H12NO2 in total. Source: the OMol25 dataset; level of theory: ωB97M-V/def2-TZVPD.

## Properties
HOMO energy: -3.130 eV
Lowest unoccupied orbital energy: 4.25 eV
HOMO-LUMO gap: 7.4 eV
Charge: -1
2S+1: 1

Structure (XYZ):
```
19
C4H12NO2, DFT ωB97M-V/def2-TZVPD
C 0.15 1.93 -0.06
C 1.51 1.23 0.19
N 1.48 -0.18 0.49
C 0.76 -0.99 -0.49
C -0.30 -1.87 0.25
O -0.83 -1.21 1.32
H -0.64 1.26 0.29
H 0.18 2.90 0.45
H -0.09 2.13 -1.11
H 2.01 1.73 1.02
H 2.17 1.38 -0.66
H 0.93 -0.38 1.33
H 0.24 -0.39 -1.23
H 1.49 -1.64 -1.01
H 0.22 -2.83 0.51
H -1.02 -2.20 -0.54
H -2.73 0.16 0.29
H -2.63 -0.97 -0.39
O -2.89 -0.07 -0.66
```

---

Which one sits at the top of the stability order? #b does.

---

#a
A cluster of 2 separate species, C5H8O2 in total. Source: the OMol25 dataset; level of theory: ωB97M-V/def2-TZVPD.

## Properties
HOMO energy (spin up / spin down): -5.852 / -10.720 eV
Lowest unoccupied orbital energy (spin up / spin down): 0.95 / -2.41 eV
HOMO-LUMO gap (spin up / spin down): 6.8 / 8.3 eV
Charge: 0
2S+1: 3

Structure (XYZ):
```
15
C5H8O2, DFT ωB97M-V/def2-TZVPD
C -1.41 -1.76 -1.54
C -1.65 -0.59 -1.58
C 1.36 -0.24 0.07
C -0.01 1.77 0.43
C 0.51 0.47 1.00
O 0.53 2.57 -0.25
O -0.51 -0.28 1.73
H -1.26 -2.77 -1.56
H 0.76 -0.79 -0.75
H 1.94 0.51 -0.36
H 1.99 -0.94 0.64
H 1.14 0.85 1.80
H -1.00 1.90 0.85
H -1.82 0.41 -1.69
H -0.56 -1.10 1.22
```

---

#b
The molecule C5H8O2. Source: the OMol25 dataset; level of theory: ωB97M-V/def2-TZVPD.

## Properties
HOMO energy (spin up / spin down): -2.777 / -10.159 eV
Lowest unoccupied orbital energy (spin up / spin down): 0.78 / -2.24 eV
HOMO-LUMO gap (spin up / spin down): 3.6 / 7.9 eV
Charge: 0
2S+1: 3

Structure (XYZ):
```
15
C5H8O2, DFT ωB97M-V/def2-TZVPD
C 1.68 -0.30 0.22
C 1.56 1.10 -0.27
C 0.41 0.44 0.31
C -1.21 0.37 0.23
C -1.78 -0.97 0.06
O -0.52 0.65 1.39
O -1.88 1.27 -0.47
H 1.73 -1.19 -0.37
H 2.10 -0.15 1.25
H 2.02 1.93 0.19
H 1.50 1.15 -1.34
H -2.77 -1.05 0.44
H -1.26 -1.54 0.83
H -1.66 -1.15 -1.00
H -1.85 2.10 -0.06
```

---

Which one sits at the top of the stability order? #a does.

---

#a
A cluster of 3 separate species, C4H14NO2 in total. Source: the OMol25 dataset; level of theory: ωB97M-V/def2-TZVPD.

## Properties
HOMO energy: -14.252 eV
Lowest unoccupied orbital energy: -3.07 eV
HOMO-LUMO gap: 11.2 eV
Charge: +1
2S+1: 1

Structure (XYZ):
```
21
C4H14NO2, DFT ωB97M-V/def2-TZVPD
C 1.47 -2.01 -0.11
C 1.53 -0.88 0.90
C 0.20 -0.15 0.99
C -0.81 -0.53 1.75
N -0.16 0.44 -0.33
H 2.31 -2.69 0.04
H 1.51 -1.64 -1.14
H 0.58 -2.63 0.03
H 2.31 -0.13 0.77
H 1.65 -1.27 1.92
H -0.68 -1.08 2.67
H -1.81 -0.26 1.48
H 0.41 1.24 -0.65
H -0.17 -0.31 -1.01
H -1.14 0.78 -0.35
H -3.55 1.42 -0.68
H -3.88 1.09 0.76
O -3.13 1.30 0.18
H 1.05 3.17 -2.07
H 1.34 1.93 -3.00
O 0.99 2.22 -2.14
```

---

#b
A cluster of 3 separate species, C4H14NO2 in total. Source: the OMol25 dataset; level of theory: ωB97M-V/def2-TZVPD.

## Properties
HOMO energy: -14.210 eV
Lowest unoccupied orbital energy: -3.06 eV
HOMO-LUMO gap: 11.1 eV
Charge: +1
2S+1: 1

Structure (XYZ):
```
21
C4H14NO2, DFT ωB97M-V/def2-TZVPD
C 1.83 -1.17 1.31
C 0.77 -0.11 1.66
C -0.46 -0.29 0.84
C -1.41 -1.18 1.00
N -0.37 0.39 -0.47
H 2.45 -1.41 2.17
H 1.39 -2.12 1.00
H 2.45 -0.83 0.48
H 0.54 -0.20 2.73
H 1.22 0.89 1.66
H -1.63 -1.67 1.95
H -2.13 -1.51 0.26
H -1.21 0.34 -1.04
H 0.47 0.13 -1.04
H -0.31 1.40 -0.31
H -3.05 1.13 -1.93
H -3.10 2.23 -0.82
O -2.53 1.78 -1.45
H 1.34 1.20 -3.18
H 2.14 0.12 -2.51
O 1.57 0.87 -2.30
```

---

#c
A cluster of 3 separate species, C4H14NO2 in total. Source: the OMol25 dataset; level of theory: ωB97M-V/def2-TZVPD.

## Properties
HOMO energy: -15.011 eV
Lowest unoccupied orbital energy: -3.06 eV
HOMO-LUMO gap: 11.9 eV
Charge: +1
2S+1: 1

Structure (XYZ):
```
21
C4H14NO2, DFT ωB97M-V/def2-TZVPD
C -0.22 1.06 0.51
N -0.58 0.46 -0.99
C 0.86 0.27 -1.42
C 1.79 -0.07 -0.31
C 1.07 0.55 1.05
H -0.18 2.13 0.25
H -1.15 1.05 1.04
H -1.05 1.07 -1.81
H -1.23 -0.31 -0.96
H 1.26 1.22 -1.94
H 0.94 -0.48 -2.27
H 2.07 -1.20 -0.30
H 2.72 0.63 -0.25
H 1.68 1.24 1.49
H 0.86 -0.27 1.96
H -1.10 -2.59 -2.02
H -2.48 -2.28 -1.61
O -1.65 -1.90 -1.75
H -1.56 -0.45 3.68
H -0.52 -0.09 2.90
O -1.51 -0.02 2.75
```

---

Which one sits at the top of the stability order? #a does.

---

#a
A cluster of 2 separate species, C4H14NO2 in total. Source: the OMol25 dataset; level of theory: ωB97M-V/def2-TZVPD.

## Properties
HOMO energy: -14.757 eV
Lowest unoccupied orbital energy: -3.17 eV
HOMO-LUMO gap: 11.6 eV
Charge: +1
2S+1: 1

Structure (XYZ):
```
21
C4H14NO2, DFT ωB97M-V/def2-TZVPD
C -0.76 -0.07 0.95
O 0.06 -0.67 1.97
C 0.13 0.00 -0.33
C 0.59 1.35 -1.02
C 0.23 2.67 -0.27
N 1.38 -0.78 -0.12
H -1.69 -0.64 0.82
H -0.97 0.95 1.22
H -0.56 -0.87 2.68
H -0.45 -0.44 -1.17
H 1.69 1.46 -1.15
H 0.00 1.42 -1.91
H -0.45 2.40 0.53
H 1.06 3.32 -0.03
H -0.31 3.30 -0.99
H 1.76 -0.42 0.77
H 1.97 -1.04 -0.90
H 1.05 -1.74 0.13
H -2.03 -3.41 0.18
H -1.39 -3.78 -0.96
O -1.34 -2.99 -0.38
```

---

#b
A cluster of 2 separate species, C4H14NO2 in total. Source: the OMol25 dataset; level of theory: ωB97M-V/def2-TZVPD.

## Properties
HOMO energy: -15.057 eV
Lowest unoccupied orbital energy: -2.85 eV
HOMO-LUMO gap: 12.2 eV
Charge: +1
2S+1: 1

Structure (XYZ):
```
21
C4H14NO2, DFT ωB97M-V/def2-TZVPD
O -0.93 0.44 1.92
C -1.32 -0.59 0.91
C -0.13 -0.84 0.05
N 0.15 0.55 -0.70
C 1.32 0.39 -1.53
C -0.20 -2.01 -0.98
H -1.47 0.34 2.66
H -1.64 -1.50 1.54
H -2.22 -0.25 0.37
H 0.79 -0.92 0.45
H 0.18 1.32 0.00
H -0.81 0.84 -1.13
H 1.61 1.37 -1.95
H 2.27 0.15 -0.94
H 1.09 -0.36 -2.34
H -0.89 -2.76 -0.57
H 0.87 -2.45 -1.15
H -0.43 -1.53 -2.10
H 0.24 1.92 2.13
H 0.83 3.40 1.80
O 0.69 2.50 1.53
```

---

#c
A cluster of 3 separate species, C4H14NO2 in total. Source: the OMol25 dataset; level of theory: ωB97M-V/def2-TZVPD.

## Properties
HOMO energy: -15.093 eV
Lowest unoccupied orbital energy: -2.92 eV
HOMO-LUMO gap: 12.2 eV
Charge: +1
2S+1: 1

Structure (XYZ):
```
21
C4H14NO2, DFT ωB97M-V/def2-TZVPD
C -0.44 -1.43 -1.25
N -1.43 -0.93 -0.23
C -0.80 -1.34 1.12
C 0.64 -0.96 0.91
C 0.93 -1.44 -0.52
H -0.44 -0.77 -2.11
H -0.74 -2.44 -1.49
H -1.54 0.09 -0.30
H -2.32 -1.43 -0.34
H -1.31 -0.77 1.89
H -0.92 -2.42 1.15
H 1.28 -1.41 1.66
H 0.86 0.10 0.93
H 1.75 -0.93 -1.02
H 1.23 -2.49 -0.53
H 1.77 3.88 0.90
H 1.57 4.71 -0.42
O 1.45 3.84 0.01
H 0.10 2.42 -0.50
H -1.06 1.97 0.47
O -0.60 1.75 -0.34
```

---

Which one sits at the top of the stability order? #c does.

---

#a
The molecule C8H8N4. Source: the OMol25 dataset; level of theory: ωB97M-V/def2-TZVPD.

## Properties
HOMO energy: -8.111 eV
Lowest unoccupied orbital energy: 0.32 eV
HOMO-LUMO gap: 8.4 eV
SMILES: Nc1nc(N)c2ccccc2n1
Charge: 0
2S+1: 1

Structure (XYZ):
```
20
C8H8N4, DFT ωB97M-V/def2-TZVPD
C 2.03 -0.60 -0.13
C 0.01 -1.20 0.75
C -0.59 0.02 0.31
C -1.89 0.36 0.60
C -2.34 1.46 -0.21
C -1.43 2.23 -0.86
C -0.06 1.97 -1.04
C 0.39 0.80 -0.43
H 3.48 -1.92 0.38
H 3.91 -0.89 -1.01
H -0.06 -3.12 1.30
H -1.70 -2.33 1.27
H -2.59 0.09 1.40
H -3.39 1.67 -0.29
H -1.95 3.10 -1.39
H 0.48 2.67 -1.69
N 3.38 -1.07 -0.16
N 1.28 -1.46 0.55
N -0.66 -2.29 1.23
N 1.70 0.49 -0.60
```

---

#b
A cluster of 2 separate species, C8H8N4 in total. Source: the OMol25 dataset; level of theory: ωB97M-V/def2-TZVPD.

## Properties
HOMO energy: -9.941 eV
Lowest unoccupied orbital energy: 0.20 eV
HOMO-LUMO gap: 10.1 eV
SMILES: c1cncnc1.c1cncnc1
Charge: 0
2S+1: 1

Structure (XYZ):
```
20
C8H8N4, DFT ωB97M-V/def2-TZVPD
N -2.23 -2.15 -0.46
N -1.75 -3.10 1.74
C -2.20 -3.11 0.47
C -1.84 -0.96 -0.06
C -1.35 -1.86 2.12
C -1.37 -0.79 1.25
H -2.68 -4.09 0.32
H -1.92 -0.22 -0.87
H -0.90 -1.79 3.12
H -0.96 0.19 1.55
N 0.32 1.43 -0.57
N 1.80 3.27 -0.48
C 0.67 2.58 -0.22
C 1.25 0.66 -1.18
C 2.73 2.51 -1.15
C 2.49 1.15 -1.42
H -0.13 3.23 0.16
H 1.01 -0.40 -1.35
H 3.72 2.98 -1.24
H 3.33 0.50 -1.71
```

---

Which one sits at the top of the stability order? #a does.

---

#a
The molecule C4H5FOS2. Source: the OMol25 dataset; level of theory: ωB97M-V/def2-TZVPD.

## Properties
HOMO energy: -8.822 eV
Lowest unoccupied orbital energy: -0.26 eV
HOMO-LUMO gap: 8.6 eV
SMILES: F[C@H]1CO[C@H]1C(=S)S
Charge: 0
2S+1: 1

Structure (XYZ):
```
13
C4H5FOS2, DFT ωB97M-V/def2-TZVPD
C 1.64 0.08 -0.13
C 0.31 -0.29 -0.77
C -1.48 0.32 0.19
C -0.62 -0.98 0.29
H 0.65 2.12 0.28
H 0.50 -0.82 -1.71
H -2.53 0.27 -0.18
H -1.36 1.04 1.02
H -1.15 -1.84 -0.07
O -0.64 0.74 -0.90
F -0.02 -1.26 1.48
S 1.83 1.58 0.65
S 2.86 -0.98 -0.16
```

---

#b
The molecule C4H5FOS2. Source: the OMol25 dataset; level of theory: ωB97M-V/def2-TZVPD.

## Properties
HOMO energy: -8.866 eV
Lowest unoccupied orbital energy: -0.03 eV
HOMO-LUMO gap: 8.8 eV
SMILES: F/C=C(\CS)OC=S
Charge: 0
2S+1: 1

Structure (XYZ):
```
13
C4H5FOS2, DFT ωB97M-V/def2-TZVPD
C 0.30 -1.09 0.55
C 0.47 0.16 -0.23
C -0.88 2.07 0.16
C 0.94 0.16 -1.48
H -0.41 -2.44 2.15
H 1.31 -1.28 1.18
H 0.23 -2.00 -0.17
H -0.88 3.07 0.51
H 1.09 0.98 -2.08
O 0.32 1.57 0.19
F 0.98 -1.13 -2.10
S -1.24 -1.24 1.62
S -2.25 1.18 -0.31
```

---

Which one sits at the top of the stability order? #a does.